{
  "formula": "C50H109N4O18V",
  "method": "ωB97M-V with the def2-TZVPD basis set",
  "fmax_ev_per_a": 3.7,
  "e_homo_ev": [-8.08, -8.08],
  "s_squared": 2.01,
  "spin_multiplicity": 3,
  "gap_ev": [7.9, 8.1],
  "elements": ["V", "C", "C", "O", "O", "H", "H", "H", "C", "C", "O", "O", "H", "H", "H", "C", "C", "O", "O", "H", "H", "H", "C", "C", "O", "O", "H", "H", "H", "H", "H", "H", "C", "C", "O", "O", "H", "H", "H", "H", "H", "H", "C", "C", "O", "O", "H", "H", "H", "H", "H", "H", "C", "C", "O", "O", "H", "H", "H", "H", "H", "H", "C", "C", "C", "C", "C", "C", "N", "O", "C", "C", "C", "H", "H", "H", "H", "H", "H", "H", "H", "H", "H", "H", "H", "H", "H", "H", "H", "H", "H", "H", "C", "C", "C", "C", "C", "C", "N", "O", "C", "C", "C", "H", "H", "H", "H", "H", "H", "H", "H", "H", "H", "H", "H", "H", "H", "H", "H", "H", "H", "H", "C", "C", "C", "C", "C", "C", "N", "O", "C", "C", "C", "H", "H", "H", "H", "H", "H", "H", "H", "H", "H", "H", "H", "H", "H", "H", "H", "H", "H", "H", "C", "C", "C", "C", "C", "C", "N", "O", "C", "C", "C", "H", "H", "H", "H", "H", "H", "H", "H", "H", "H", "H", "H", "H", "H", "H", "H", "H", "H", "H"],
  "xyz": [[-1.282, -3.037, -2.941], [-4.961, -3.270, -0.879], [-3.619, -3.172, -1.558], [-2.647, -3.915, -1.361], [-3.275, -2.300, -2.419], [-4.922, -3.833, 0.052], [-5.763, -3.622, -1.528], [-5.295, -2.249, -0.686], [-3.305, -3.605, -6.507], [-2.350, -3.510, -5.313], [-2.129, -4.424, -4.508], [-1.791, -2.458, -4.989], [-3.958, -4.475, -6.528], [-2.686, -3.533, -7.403], [-3.880, -2.684, -6.606], [0.069, 0.140, -0.791], [-0.250, -1.087, -1.598], [-0.065, -2.272, -1.250], [-0.791, -0.970, -2.696], [0.223, -0.166, 0.244], [-0.702, 0.904, -0.874], [1.023, 0.503, -1.173], [-2.436, 4.414, 0.772], [-3.096, 5.812, 0.763], [-4.493, 5.789, 1.080], [-2.974, 3.558, -0.191], [-2.490, 3.882, 1.724], [-1.352, 4.479, 0.647], [-2.847, 6.355, -0.149], [-2.760, 6.397, 1.619], [-4.902, 5.292, 0.365], [-2.731, 2.639, -0.065], [-3.678, 0.262, 0.546], [-5.138, 0.353, 0.989], [-5.328, -0.340, 2.240], [-2.746, 0.881, 1.374], [-3.574, 0.668, -0.462], [-3.479, -0.809, 0.483], [-5.776, -0.156, 0.267], [-5.449, 1.367, 1.242], [-5.172, 0.323, 2.916], [-2.804, 0.467, 2.240], [-3.997, 0.986, -5.441], [-3.066, 0.473, -4.386], [-2.778, 1.441, -3.393], [-3.290, 1.842, -6.399], [-4.920, 1.471, -5.124], [-4.199, 0.134, -6.091], [-2.106, 0.106, -4.752], [-3.532, -0.352, -3.845], [-2.237, 1.103, -2.675], [-2.793, 2.441, -5.832], [1.556, -4.124, -3.697], [0.934, -5.444, -3.261], [-0.073, -5.077, -2.354], [0.702, -3.055, -4.076], [2.220, -4.335, -4.537], [2.172, -3.701, -2.902], [1.724, -5.976, -2.730], [0.449, -5.924, -4.113], [-0.340, -5.817, -1.804], [1.102, -2.628, -4.836], [-0.488, 4.911, -2.538], [-0.053, 5.192, -4.013], [1.361, 5.839, -4.033], [2.441, 4.774, -3.608], [2.359, 3.684, -4.670], [1.013, 2.995, -4.744], [-0.073, 3.990, -4.861], [-1.409, 3.525, -4.993], [0.949, 2.207, -6.043], [0.815, 1.978, -3.615], [-0.843, 6.334, -4.512], [0.165, 4.202, -2.030], [-1.520, 4.557, -2.521], [-0.518, 5.824, -1.943], [1.608, 6.220, -5.025], [1.346, 6.727, -3.401], [2.170, 4.296, -2.667], [3.436, 5.213, -3.684], [3.123, 2.906, -4.685], [2.546, 4.175, -5.627], [0.036, 1.646, -6.247], [1.119, 2.794, -6.946], [1.664, 1.382, -6.035], [1.142, 2.333, -2.638], [-0.148, 1.465, -3.627], [1.470, 1.121, -3.790], [-0.812, 7.189, -3.836], [-1.928, 6.221, -4.461], [-0.621, 6.721, -5.507], [-1.401, 2.891, -4.265], [3.595, -4.111, 2.085], [3.785, -2.777, 1.379], [4.991, -2.181, 2.131], [5.764, -1.135, 1.352], [6.053, -1.619, -0.021], [4.788, -1.999, -0.852], [4.062, -3.010, -0.066], [2.978, -3.668, -0.693], [3.938, -0.737, -1.263], [5.304, -2.606, -2.181], [2.424, -1.968, 1.630], [4.442, -4.781, 1.938], [2.657, -4.606, 1.828], [3.503, -4.041, 3.170], [4.545, -1.778, 3.041], [5.605, -3.007, 2.491], [6.658, -0.824, 1.893], [5.118, -0.255, 1.354], [6.831, -2.382, -0.035], [6.548, -0.775, -0.507], [4.474, -0.146, -2.005], [2.951, -0.930, -1.684], [3.816, -0.158, -0.346], [5.997, -1.956, -2.718], [5.890, -3.514, -2.033], [4.488, -2.828, -2.869], [1.678, -2.477, 1.019], [2.492, -0.925, 1.320], [2.146, -1.919, 2.683], [2.295, -2.993, -0.784], [0.730, 4.189, 4.050], [0.862, 2.627, 3.837], [0.568, 2.287, 2.386], [1.560, 2.674, 1.333], [2.938, 2.187, 1.798], [3.393, 2.474, 3.267], [2.282, 2.228, 4.181], [2.587, 2.450, 5.556], [4.506, 1.454, 3.619], [3.856, 3.940, 3.358], [-0.190, 1.884, 4.692], [1.134, 4.395, 5.041], [-0.338, 4.405, 3.995], [1.161, 4.838, 3.289], [0.574, 1.197, 2.476], [-0.430, 2.537, 2.024], [1.503, 3.744, 1.129], [1.235, 2.041, 0.508], [3.575, 2.675, 1.058], [2.870, 1.120, 1.586], [5.329, 1.567, 2.911], [4.942, 1.683, 4.592], [4.300, 0.387, 3.542], [3.112, 4.589, 2.895], [4.022, 4.331, 4.362], [4.692, 4.252, 2.730], [-1.207, 1.991, 4.319], [-0.046, 2.283, 5.696], [0.052, 0.821, 4.720], [2.633, 3.412, 5.586], [-3.701, -4.375, 6.589], [-2.574, -3.672, 5.891], [-1.446, -4.701, 5.795], [-0.307, -4.182, 4.910], [-0.843, -3.995, 3.493], [-2.002, -2.925, 3.422], [-2.986, -3.402, 4.486], [-4.147, -2.654, 4.484], [-1.509, -1.502, 3.606], [-2.673, -3.038, 2.032], [-1.981, -2.456, 6.594], [-3.685, -4.593, 7.658], [-4.053, -5.264, 6.064], [-4.645, -3.825, 6.590], [-1.147, -5.028, 6.792], [-1.772, -5.640, 5.343], [0.520, -4.890, 4.984], [0.088, -3.272, 5.364], [-1.078, -4.966, 3.058], [-0.124, -3.553, 2.800], [-1.268, -1.095, 2.624], [-2.245, -0.917, 4.156], [-0.524, -1.515, 4.076], [-2.168, -2.410, 1.297], [-2.618, -4.004, 1.530], [-3.718, -2.728, 2.071], [-1.278, -2.773, 7.364], [-2.779, -1.820, 6.984], [-1.473, -1.736, 5.955], [-4.789, -3.102, 3.927]],
  "forces_ev_per_angstrom": [[-1.9, 1.6, 0.0], [0.0, 0.8, -0.2], [1.6, 0.6, -1.5], [1.4, -3.0, 1.6], [-1.3, 1.7, -1.1], [0.1, -0.1, -0.2], [0.4, -0.5, -0.2], [0.2, 0.1, 0.3], [0.9, 0.6, 0.0], [-1.1, -0.1, 0.0], [-0.4, -3.0, 1.5], [0.8, 3.3, -0.2], [0.3, 0.0, 0.2], [0.1, -0.5, -0.1], [-0.2, 0.0, 0.5], [0.6, -0.9, 0.3], [-0.2, 0.1, 0.7], [0.7, -1.7, 1.3], [-1.6, 0.8, -2.9], [-0.1, 0.2, 0.1], [0.1, -0.1, -0.1], [-0.1, 0.3, 0.0], [0.7, -0.3, 0.9], [-0.1, -0.6, 1.3], [0.3, -0.4, -1.0], [-0.9, 0.4, -1.4], [-0.6, 0.5, 0.5], [0.2, 0.6, -0.4], [-0.3, -0.1, -0.2], [0.9, -0.1, -0.2], [-0.3, -0.1, 0.0], [0.2, 0.1, 0.5], [-1.1, -0.9, -0.7], [0.3, 0.1, 1.2], [0.3, -0.2, -0.2], [0.3, 0.6, 0.4], [0.0, 0.1, -0.1], [0.2, -0.1, -0.1], [0.0, 0.4, -0.1], [0.0, 0.3, -1.0], [-0.1, -0.2, 0.3], [0.1, -0.1, 0.2], [1.5, 0.2, -2.1], [0.0, -0.9, 1.5], [-0.2, 1.9, 0.3], [-0.6, -0.3, 1.2], [0.1, -0.1, 0.4], [-0.6, -0.2, 0.4], [-0.3, -0.1, -0.7], [-0.1, -0.3, -0.4], [0.0, -0.6, -0.3], [0.3, 0.5, -0.4], [1.9, 0.0, 0.0], [-0.3, 1.5, -0.4], [-0.6, 0.4, 0.7], [-0.9, -0.8, 0.3], [0.1, -0.1, 0.0], [0.1, -0.5, 0.2], [0.0, -0.4, -0.5], [0.4, -0.5, 0.0], [-0.3, 0.1, 0.0], [-0.6, 0.3, -0.1], [-0.2, 0.2, -0.4], [1.4, 0.1, 1.2], [1.0, -1.8, 0.8], [-0.8, 0.3, -1.2], [0.1, 0.4, -0.8], [-1.8, -0.7, -0.7], [0.7, 2.6, -0.7], [1.5, -0.6, 0.7], [0.2, -1.2, -0.9], [0.8, -0.6, 0.1], [-2.9, 1.4, -0.5], [-0.1, -0.1, 0.0], [0.0, -0.3, 0.0], [0.3, 0.2, -0.1], [-0.1, -0.3, -0.2], [0.0, -0.2, 0.3], [0.5, 0.6, 0.4], [0.1, -0.1, 0.7], [0.1, -0.1, 0.7], [-0.3, 0.1, -0.2], [-0.5, 0.4, 0.5], [0.1, 0.3, 0.2], [0.5, 0.2, 0.1], [-0.6, 0.2, 0.1], [-0.3, 0.5, 0.3], [0.3, 0.0, -0.2], [0.9, 0.0, 0.2], [-0.2, -0.8, -0.4], [0.3, -0.4, -0.1], [-1.3, -0.4, 0.3], [-0.7, -1.0, 0.2], [-0.9, 0.2, 0.6], [-0.4, 0.1, 0.1], [-0.9, -0.1, 1.4], [0.1, 1.0, -1.1], [0.1, -0.1, -1.1], [0.9, -0.4, 1.1], [0.6, 0.7, -0.1], [0.7, -0.3, 1.0], [0.0, -0.5, 0.1], [1.4, -0.1, -0.7], [-0.1, 0.0, -0.4], [0.1, -0.1, -0.5], [0.2, 0.7, 0.1], [0.2, 0.2, 0.1], [0.3, 0.0, -0.4], [0.1, -0.1, -0.1], [0.1, 0.3, -0.4], [-0.4, -0.5, 0.1], [-0.1, 0.0, -0.5], [0.1, 0.1, 0.1], [0.0, -0.5, 0.1], [-0.2, 0.4, -0.2], [-0.2, 0.5, 0.2], [-0.3, -0.2, 0.3], [-0.1, -0.1, 0.1], [-0.4, 0.2, 0.3], [0.1, 0.0, -0.3], [0.0, -0.4, 0.0], [-0.6, 0.1, -0.1], [-0.9, -1.2, 0.0], [0.6, 2.3, -0.4], [-0.1, -1.2, 0.4], [-0.1, -0.3, 1.4], [-0.6, 0.5, -0.6], [0.0, -0.3, -0.4], [-2.0, -1.8, -0.3], [-0.2, 0.2, -1.3], [1.0, 0.9, -0.3], [-0.1, 0.8, -0.8], [1.5, 0.3, 0.4], [-0.3, 0.6, 0.0], [-0.1, 0.2, 0.5], [0.4, -0.4, 0.1], [-0.1, -0.4, -0.6], [-0.2, 0.3, 0.7], [0.1, 0.0, -0.3], [0.4, 0.7, -0.6], [0.9, -0.4, 0.4], [0.6, -0.1, 0.3], [0.1, 0.4, -0.1], [-0.2, -0.1, 0.1], [-0.9, 0.2, 0.2], [-0.4, -0.2, 0.3], [0.1, -0.3, 0.1], [0.6, -0.8, 0.2], [0.1, 0.4, 0.0], [-0.6, -0.2, 0.2], [0.1, 0.0, 0.0], [0.2, 0.3, 0.6], [-2.6, 0.3, 0.4], [1.3, -0.5, -1.0], [0.5, -0.5, -0.7], [0.0, -0.2, 0.7], [0.3, 1.5, -0.2], [-0.8, -2.4, 0.7], [0.6, -1.2, -1.0], [-0.7, 1.6, 0.2], [0.8, -0.2, -0.3], [-0.1, -0.1, -0.1], [-0.8, 0.9, 0.4], [1.2, -0.1, 0.0], [0.7, -0.3, -0.1], [0.2, 0.7, -0.3], [0.3, 0.5, 0.2], [-0.5, 0.1, -0.2], [0.1, -0.1, -0.4], [0.0, 0.3, -0.3], [-0.6, 0.1, 0.1], [0.6, -0.2, 0.1], [-0.4, 0.3, 0.0], [0.2, 0.2, -0.1], [-0.2, 0.2, 0.6], [0.1, 0.3, 0.2], [-0.1, -0.4, 0.6], [0.0, 0.2, 0.0], [-0.2, 0.2, 0.3], [-0.1, -0.2, 0.6], [0.3, -0.6, -0.2], [0.1, -0.2, 0.0]]
}